# 1
39
Properties=species:S:1:pos:R:3:forces:R:3 method="wB97M-V/def2-TZVPD" max_force_ha_per_bohr=0.0129 orbital_gap_ev=8.63 relative_energy_kcal_mol=17.2 homo_ev=-8.60
S -2.300 -2.577 0.811 -0.2840 -0.5734 -0.0340
O 0.497 0.954 0.558 0.1297 0.0707 0.0037
O 5.550 0.657 -0.168 0.1370 -0.1282 -0.1156
N -0.125 -1.226 0.383 0.2183 0.0204 -0.1244
N -4.737 2.523 -0.955 0.0225 0.5457 -0.1280
N -1.892 0.007 1.253 0.6269 0.1660 -0.1488
C 0.763 -0.193 0.238 -0.1882 0.0745 0.0906
C 3.535 -1.944 -1.647 0.1182 0.0103 0.0166
C -4.081 2.056 0.090 0.0421 -0.2920 0.2069
C 4.437 -0.055 -0.449 -0.2648 -0.2379 -0.1134
C -4.799 -0.174 -0.324 -0.0530 0.1147 -0.0127
C 2.265 -1.666 -1.165 -0.2016 0.1653 0.1824
C -4.076 0.715 0.462 -0.0754 -0.0349 -0.0115
C 2.083 -0.579 -0.317 0.4902 -0.0971 -0.2755
C 4.611 -1.160 -1.290 0.0116 0.1588 0.0898
C 6.834 2.410 0.782 -0.3511 -0.2716 -0.1111
C 3.164 0.231 0.028 0.0783 0.1285 0.0956
C 5.446 1.803 0.660 0.0688 0.3433 0.2289
C -5.425 1.669 -1.694 -0.1468 -0.2404 -0.1655
C -1.439 -1.170 0.827 -0.2168 0.0904 0.1826
C -5.489 0.310 -1.423 0.0621 0.0558 0.0572
C -3.266 0.237 1.640 -0.3072 -0.0335 -0.0099
H -1.265 0.803 1.131 -0.0548 -0.1941 0.0651
H -3.669 -0.707 2.015 0.0620 0.2271 0.0506
H 0.173 -2.160 0.131 -0.1284 0.1929 0.1073
H 7.207 2.686 -0.200 0.0554 0.0630 -0.0694
H 1.433 -2.274 -1.486 -0.0830 -0.0584 -0.0257
H -6.061 -0.352 -2.054 -0.0589 -0.0333 -0.0673
H 5.603 -1.372 -1.656 0.1211 -0.0312 -0.0498
H 6.796 3.294 1.412 0.0152 0.0919 0.0622
H -3.271 0.984 2.437 0.0108 -0.0878 -0.0383
H 7.518 1.688 1.221 0.0846 -0.0287 0.0619
H -4.814 -1.226 -0.079 0.0166 -0.0646 0.0446
H -5.946 2.098 -2.540 -0.0792 -0.0549 -0.0912
H 3.683 -2.782 -2.310 0.0216 -0.0598 -0.0624
H 2.971 1.074 0.672 0.0236 0.0834 0.0359
H 4.752 2.527 0.213 0.0139 -0.1230 0.0633
H 5.066 1.517 1.650 -0.0285 0.0193 -0.1392
H -3.533 2.793 0.664 0.0911 0.0229 0.1483

# 2
80
Properties=species:S:1:pos:R:3:forces:R:3 method="wB97M-V/def2-TZVPD" max_force_ha_per_bohr=0.0436 orbital_gap_ev=10.91 relative_energy_kcal_mol=18.6 homo_ev=-10.89
F -0.482 -1.865 -7.394 -0.2161 0.0356 -0.0779
F 0.291 4.963 1.678 0.2130 -0.1087 -0.0708
F -5.996 0.099 -2.850 0.2490 -0.3713 0.4084
F 5.569 1.287 0.138 0.2083 -0.0597 0.2410
F -4.888 2.157 2.307 0.4719 -0.2590 -0.2260
O 0.590 3.779 -2.125 0.2129 -0.1927 -0.2110
O -3.504 -0.969 2.319 -0.2255 -0.1615 -0.2887
O 4.170 0.414 2.880 -0.5963 0.0132 -0.5018
O -3.941 0.704 3.708 0.4194 0.4317 -0.0248
O 6.142 -0.015 1.930 -0.2887 -0.0742 0.1052
O 0.877 -0.153 -4.774 0.3435 0.5213 -0.7209
O -2.726 -2.463 -1.122 0.6945 0.0297 1.0160
O -1.119 -0.526 -5.691 -0.3529 0.4203 -0.7209
O 5.848 -0.236 4.174 0.7354 -0.1423 0.5623
O -4.414 -1.010 -1.587 0.3781 0.6437 0.0923
O -3.559 -1.380 4.511 0.1643 0.5980 0.1583
O 0.330 3.383 0.080 0.6885 0.2174 -0.0804
O 2.240 4.215 -0.674 1.0816 0.6007 -0.0442
O -0.958 -0.084 -3.494 -0.1477 0.0520 -0.0204
O -3.530 -2.268 -3.196 0.5230 0.4508 0.3686
N 2.648 -2.547 -0.256 -0.0677 0.3273 0.0297
N 0.781 0.318 2.102 -0.0934 0.2248 0.2236
N 1.879 -0.752 6.954 -0.0148 -0.0344 0.0411
N 4.544 -3.122 2.669 -0.1190 0.0275 -0.0644
N -2.215 1.912 -0.874 -0.2092 -0.3162 0.1138
C 2.161 -2.767 3.659 0.1402 0.2447 0.3580
C -4.694 -0.321 -2.791 -0.6051 0.0742 -0.2483
C -0.250 -0.666 -6.796 1.3788 -0.7072 1.2367
C -2.578 2.643 -1.678 0.1720 0.4100 -0.1362
C 1.051 3.790 -1.031 -1.5597 -0.1429 0.2404
C 3.883 0.284 1.485 0.2513 -0.1707 0.1402
C -2.991 3.654 -2.662 -0.2451 -1.2189 0.3501
C -4.015 0.063 1.486 0.5085 1.0804 -0.2142
C -3.847 1.261 2.404 -1.1186 0.5823 0.2316
C 5.428 0.013 3.107 -0.0429 0.3965 -0.2977
C 2.661 -3.692 -0.226 0.2234 -0.5358 -0.2229
C 1.111 -0.721 -6.068 0.1617 -1.2486 -0.1648
C 0.982 3.857 1.222 -0.2383 0.1246 0.4769
C -3.434 -1.915 -1.875 -1.3887 -1.0551 -1.4108
C 5.266 0.147 0.854 -0.2957 -0.3672 -0.2049
C -0.128 -0.581 -0.162 -0.7307 0.8143 -0.1347
C -4.412 -1.380 -3.849 0.1548 0.5036 -0.9200
C -0.052 0.272 5.551 -0.5530 -0.3996 -0.0006
C 1.015 -0.293 6.354 0.1802 -0.1515 0.0322
C 2.380 4.221 0.748 0.3183 -0.7738 0.0571
C 3.494 -2.966 3.108 0.1458 -0.0485 -0.1107
C 0.364 -0.049 1.097 0.4675 -0.1732 -0.3536
C -0.431 -0.241 -4.546 -0.4483 0.1233 0.3135
C -3.651 -0.597 3.621 -0.1457 -1.4929 -0.2676
C 2.677 -5.159 -0.208 -0.2418 0.4576 0.3352
H -5.051 -0.071 1.167 -0.0350 -0.2433 0.4017
H -0.459 1.155 6.040 0.2204 0.2311 -0.2853
H -5.280 -1.920 -4.233 -0.2716 0.1195 0.5810
H -3.957 -0.928 -4.736 0.3643 -0.1134 0.2306
H 2.759 -5.564 -1.212 0.0102 0.0529 -0.0372
H 2.815 5.152 1.100 -0.5128 0.2712 -0.1065
H -3.570 4.393 -2.113 0.3142 0.4398 -0.2694
H 3.267 -0.598 1.333 0.0422 -0.0092 -0.1139
H -3.421 0.242 0.590 0.1836 -0.5213 0.1066
H 5.366 -0.708 0.183 0.0494 0.1968 -0.0322
H 0.302 0.420 4.532 0.0120 0.4245 0.0671
H 1.735 -1.846 3.259 -0.0831 -0.0953 -0.1277
H 1.939 -0.347 -6.666 -0.0328 0.7585 0.5617
H 2.247 -2.636 4.739 -0.0256 -0.0597 0.0013
H -2.909 1.805 2.279 -0.0801 0.0126 0.0797
H -3.666 3.161 -3.364 0.0222 0.1328 -0.1037
H 0.972 3.103 2.010 -0.1674 0.0356 -0.0859
H 0.225 -1.592 -0.330 -0.2233 -0.0849 0.0849
H 3.375 1.165 1.106 -0.0356 0.0517 0.1148
H 0.105 0.050 -1.021 0.4969 0.0419 0.1852
H 3.502 -5.506 0.411 0.0252 0.0092 -0.0141
H 1.733 -5.470 0.241 0.0618 -0.2270 -0.0570
H -0.886 -0.433 5.485 0.1009 -0.1177 0.0983
H 1.527 -3.625 3.449 -0.0542 0.0495 -0.0736
H -4.085 0.589 -2.819 0.0862 -0.2654 -0.1636
H -2.101 3.981 -3.191 -0.0830 0.4746 0.1337
H -0.289 0.097 -7.572 -0.6442 0.2267 0.2815
H 3.085 3.440 1.042 -0.0584 -0.0886 -0.1769
H 1.363 -1.756 -5.820 -0.1840 -0.1743 -0.6067
H -1.211 -0.449 -0.106 -0.0390 -0.7284 -0.0675

# 3
65
Properties=species:S:1:pos:R:3:forces:R:3 method="wB97M-V/def2-TZVPD" max_force_ha_per_bohr=0.0034 orbital_gap_ev=7.47 relative_energy_kcal_mol=1.9 homo_ev=-4.78 charge=-1
In -1.138 0.659 -0.867 -0.0685 0.1630 -0.0140
S -2.674 -0.581 0.594 -0.0182 -0.0335 -0.0040
S -0.599 2.121 1.025 -0.0291 -0.0487 -0.0800
P 3.185 1.645 2.137 -0.0381 0.0210 -0.0360
Si -1.641 -1.399 -3.413 0.0051 0.0056 0.0287
F -1.117 5.046 -2.740 -0.0176 0.0205 -0.0021
F 1.457 0.316 -0.766 0.0492 -0.0434 -0.0012
F -3.144 4.924 -2.005 -0.0177 0.0397 -0.0035
F -2.661 4.156 -3.971 -0.0068 0.0123 -0.0173
O -2.823 2.299 -1.505 0.1332 0.0178 0.0064
O -0.779 2.398 -2.358 -0.1138 0.0117 0.1007
N -0.514 -0.859 -2.212 0.0488 -0.0756 0.0692
C 3.933 -1.071 2.587 -0.0430 -0.0186 0.0104
C 0.626 -1.574 -1.894 0.0412 0.0388 -0.0698
C 2.906 -0.149 2.396 0.0006 -0.0259 -0.0038
C -2.866 -0.027 -3.729 -0.0175 0.0321 -0.0052
C 1.321 -1.980 2.387 0.0138 -0.0041 -0.0207
C -4.136 0.672 2.497 0.0255 0.0150 -0.0059
C -2.465 2.825 2.844 -0.0092 -0.0142 -0.0124
C -2.121 1.857 1.894 0.0210 -0.0026 0.0776
C -2.632 -2.901 -2.872 -0.0407 -0.0535 -0.0093
C -2.210 4.276 -2.705 0.0087 -0.0987 -0.0070
C 1.595 -0.626 2.291 0.0152 0.0190 0.0455
C 0.885 -2.905 -2.268 -0.0252 -0.0052 0.0059
C 4.877 1.867 2.835 -0.0293 -0.0495 0.0705
C 3.659 -2.433 2.674 -0.0230 0.0191 0.0183
C 2.834 -1.591 -0.800 0.0186 0.0167 -0.0246
C -4.455 1.635 3.438 0.0083 -0.0250 -0.0223
C 3.052 -2.906 -1.195 -0.0600 0.0199 -0.0228
C -2.976 0.751 1.718 -0.0196 0.0094 0.0564
C 1.661 -0.979 -1.159 -0.0242 0.0438 0.0136
C -3.610 2.723 3.614 0.0205 0.0031 -0.0146
C -0.775 -1.764 -5.038 0.0288 -0.0265 -0.0610
C 2.354 -2.890 2.576 0.0270 0.0299 -0.0105
C 2.205 2.306 3.549 0.0232 0.0163 0.0099
C -1.917 2.875 -2.127 0.0510 -0.0484 -0.1073
C 2.068 -3.550 -1.931 0.0116 0.0323 0.0204
H -3.006 -2.743 -1.857 -0.0084 -0.0040 -0.0121
H 0.134 -3.449 -2.826 0.0169 0.0277 0.0319
H 5.634 1.481 2.152 -0.0174 -0.0079 0.0000
H -0.137 -0.920 -5.311 -0.0125 -0.0150 -0.0050
H 0.298 -2.323 2.289 -0.0025 0.0132 -0.0012
H -3.844 3.493 4.339 0.0030 -0.0028 -0.0009
H -5.361 1.539 4.024 0.0015 0.0000 -0.0038
H 4.961 -0.738 2.664 0.0103 0.0110 0.0030
H -2.062 -3.833 -2.879 -0.0113 0.0322 0.0120
H -3.568 -0.364 -4.497 0.0043 0.0183 0.0164
H 3.553 -1.039 -0.208 -0.0358 -0.0310 -0.0422
H 2.397 3.378 3.631 -0.0158 -0.0042 0.0052
H 2.463 1.817 4.491 0.0015 0.0048 -0.0015
H -2.372 0.875 -4.097 -0.0115 -0.0166 0.0070
H -0.152 -2.660 -5.011 -0.0126 0.0339 0.0007
H 5.047 2.941 2.939 0.0020 -0.0102 -0.0025
H -3.497 -3.034 -3.530 0.0219 -0.0155 0.0155
H 2.142 -3.951 2.631 0.0031 -0.0036 -0.0004
H 2.212 -4.577 -2.246 0.0009 0.0084 0.0068
H 4.472 -3.135 2.817 -0.0019 0.0009 -0.0052
H 0.781 0.071 2.110 0.0402 -0.0391 0.0073
H 4.997 1.394 3.813 0.0133 0.0064 -0.0030
H 3.967 -3.414 -0.917 -0.0038 0.0000 0.0000
H 1.143 2.174 3.342 0.0336 -0.0113 -0.0024
H -4.793 -0.176 2.347 0.0087 0.0102 -0.0003
H -1.519 -1.895 -5.829 0.0246 -0.0091 0.0157
H -1.808 3.678 2.965 -0.0040 -0.0058 -0.0030
H -3.450 0.242 -2.846 0.0019 -0.0047 -0.0162

# 4
49
Properties=species:S:1:pos:R:3:forces:R:3 method="wB97M-V/def2-TZVPD" max_force_ha_per_bohr=0.2330 orbital_gap_ev=5.54 homo_ev=-12.16 charge=+1
Br 0.826 -2.587 -2.562 0.2665 -0.7023 -0.6540
S -0.083 0.180 -2.506 -4.5206 9.3359 -5.9914
F 1.976 0.641 3.905 -1.0525 0.2724 -4.4762
F -0.954 0.711 2.653 4.3509 2.9375 -1.4302
F 0.093 2.224 0.995 0.2728 -2.7316 4.5201
F 1.617 0.480 -2.794 -3.7306 -1.4335 1.4528
F 2.829 1.494 1.848 -3.9563 -1.8786 1.6784
F -2.453 -3.302 0.211 1.1391 0.4948 -3.4928
F 0.260 2.716 3.322 -0.2212 -4.3246 -3.5463
O 5.225 3.788 8.582 -1.3653 -1.7061 -2.0104
O 3.717 3.534 6.880 0.5294 -0.2063 0.6357
O -2.936 -0.839 -6.074 -0.7761 -0.5530 0.9407
O -5.176 -0.615 -6.024 0.8932 -0.9608 0.7770
O -0.731 0.208 -3.945 3.4993 -1.9014 5.9194
O -4.155 -2.050 -4.565 0.3681 1.5207 -1.3764
O 4.895 1.752 7.594 0.0052 0.8105 0.1023
O -0.765 1.358 -1.734 3.8603 -5.6282 -1.4248
N -0.336 -1.391 -1.703 0.2128 -0.5117 1.4675
C -1.804 -1.735 -1.807 -3.9022 -0.3620 0.5727
C 1.501 -0.765 0.119 0.3052 0.6807 0.6073
C -4.095 -1.239 -5.474 -0.3442 -0.9712 1.0282
C 1.671 0.750 2.429 2.1588 -0.6161 1.2448
C -3.302 -0.080 -7.210 0.6198 0.4467 -1.0757
C 3.483 2.486 5.958 -0.5948 0.1510 -0.9144
C -2.216 -3.230 -1.279 -1.4600 -0.5496 0.0594
C -4.676 0.400 -6.875 -0.5321 0.9719 -0.5827
C 1.634 -0.756 1.781 -0.2910 -0.5527 0.5137
C 4.662 3.087 7.758 1.3436 1.7032 1.9918
C 0.013 -1.360 -0.226 1.2863 0.6892 3.9150
C 0.244 1.572 2.335 -1.3708 3.2620 0.5821
C 3.900 1.266 6.713 -0.2137 -1.0427 -0.1590
H -1.513 -4.098 -1.627 -1.0749 1.7982 1.0370
H 2.591 -1.377 2.113 -1.9600 1.7705 -0.6318
H 2.368 -1.396 -0.356 -1.8253 1.1639 1.0282
H 4.095 2.656 5.067 -0.0289 -0.0260 0.0565
H -2.275 -1.601 -2.871 1.4196 -0.3443 1.6520
H 3.082 0.840 7.304 0.0500 0.0488 -0.0450
H 0.709 -1.312 2.288 1.9322 1.2947 -1.0849
H -5.307 0.508 -7.761 -0.0094 -0.1180 0.2727
H -0.763 -0.707 0.402 1.4379 -1.3099 -1.9050
H -2.378 -0.963 -1.100 1.4002 -1.5828 -1.5328
H -3.289 -0.732 -8.090 -0.0054 0.0492 0.1151
H 2.430 2.455 5.666 0.1839 0.1927 0.1212
H 4.307 0.490 6.058 0.0787 0.1091 0.2267
H 1.662 0.358 -0.209 -0.5655 -2.3082 0.3782
H -3.283 -3.466 -1.757 2.3783 0.8013 1.0552
H -0.031 -2.446 0.268 -0.1722 2.1665 -1.7285
H -2.600 0.744 -7.369 -0.0131 -0.2468 0.1464
H -4.666 1.348 -6.327 -0.0061 -0.1026 -0.0359